(1)
{"formula": "C5H6O2", "method": "the ωB97M-V functional and the def2-TZVPD basis", "symbols": ["O", "O", "C", "C", "C", "C", "C", "H", "H", "H", "H", "H", "H"], "positions_angstrom": [[0.52212, 1.37750, -0.26722], [0.43829, -0.39524, 1.26241], [-0.87131, 0.92887, -0.22422], [0.61847, -0.91664, -0.85175], [-0.92362, -0.68251, -0.71283], [-0.98376, -0.34941, 0.77168], [1.07308, 0.05859, 0.06136], [1.17355, -1.76993, -0.26215], [-1.82933, -1.23736, -1.21717], [0.95168, -0.64639, -1.80250], [-1.62919, 1.70348, -0.37343], [-1.94403, -0.28830, 1.21838], [2.11687, 0.14700, 0.20994]], "forces_ev_per_a": [[-1.9, -2.6, 0.7], [-2.5, 0.6, 0.8], [0.7, -2.8, -0.2], [-0.9, -2.7, -0.4], [-0.1, 0.8, 0.8], [2.7, 3.3, -2.9], [-0.6, 3.3, 2.4], [-1.7, 0.3, -2.3], [2.3, 1.3, 0.8], [0.7, -0.4, -1.8], [0.4, -0.6, 0.0], [0.0, -0.7, 1.8], [1.0, 0.1, 0.3]], "energy_ha": -344.4604, "homo_lumo_gap_ev": 10.048, "e_above_lowest_ev": 3.8502, "homo_ha": -0.333, "smiles": "C1[C@@H]2O[C@@H]3[C@H]1[C@@H]3O2", "lumo_energy_ev": 0.98, "fmax_ha_per_bohr": 0.101, "spin_multiplicity": 1}

***

(2)
{"formula": "C5H5NO2", "method": "the ωB97M-V functional and the def2-TZVPD basis", "symbols": ["O", "O", "N", "C", "C", "C", "C", "C", "H", "H", "H", "H", "H"], "positions_angstrom": [[-2.50794, -0.13950, 0.07663], [-1.19139, -2.08329, -0.20758], [0.01775, -0.19050, 0.07905], [-2.10984, 1.10103, 0.12413], [-1.15564, -0.89347, -0.05639], [0.20632, 1.27922, -0.01233], [1.31810, -0.84173, 0.00651], [-1.16814, 1.83341, -0.07451], [1.50672, -1.08400, -1.00445], [1.47293, -1.78631, 0.59532], [0.68711, 1.58995, 0.92585], [0.81154, 1.45078, -0.92298], [2.11250, -0.23559, 0.47076]], "forces_ev_per_a": [[1.5, -1.0, 0.1], [-0.7, 1.2, 0.2], [-0.7, 0.7, 0.5], [0.4, 0.1, -0.4], [0.7, -1.3, 0.1], [-0.4, 0.0, 0.3], [0.3, -1.5, 1.6], [-0.2, 0.5, 0.0], [0.7, -0.2, -1.1], [-1.1, 0.6, -0.5], [0.3, 0.1, -0.6], [-0.2, 0.4, 0.6], [-0.6, 0.4, -0.6]], "energy_ha": -398.5967, "homo_lumo_gap_ev": 9.391, "e_above_lowest_ev": 4.9473, "homo_ha": -0.354, "smiles": "CN1CC#COC1=O", "lumo_energy_ev": -0.24, "fmax_ha_per_bohr": 0.044, "spin_multiplicity": 1}

***

Copy entry 1 word for word.
{"formula": "C5H6O2", "method": "the ωB97M-V functional and the def2-TZVPD basis", "symbols": ["O", "O", "C", "C", "C", "C", "C", "H", "H", "H", "H", "H", "H"], "positions_angstrom": [[0.52212, 1.37750, -0.26722], [0.43829, -0.39524, 1.26241], [-0.87131, 0.92887, -0.22422], [0.61847, -0.91664, -0.85175], [-0.92362, -0.68251, -0.71283], [-0.98376, -0.34941, 0.77168], [1.07308, 0.05859, 0.06136], [1.17355, -1.76993, -0.26215], [-1.82933, -1.23736, -1.21717], [0.95168, -0.64639, -1.80250], [-1.62919, 1.70348, -0.37343], [-1.94403, -0.28830, 1.21838], [2.11687, 0.14700, 0.20994]], "forces_ev_per_a": [[-1.9, -2.6, 0.7], [-2.5, 0.6, 0.8], [0.7, -2.8, -0.2], [-0.9, -2.7, -0.4], [-0.1, 0.8, 0.8], [2.7, 3.3, -2.9], [-0.6, 3.3, 2.4], [-1.7, 0.3, -2.3], [2.3, 1.3, 0.8], [0.7, -0.4, -1.8], [0.4, -0.6, 0.0], [0.0, -0.7, 1.8], [1.0, 0.1, 0.3]], "energy_ha": -344.4604, "homo_lumo_gap_ev": 10.048, "e_above_lowest_ev": 3.8502, "homo_ha": -0.333, "smiles": "C1[C@@H]2O[C@@H]3[C@H]1[C@@H]3O2", "lumo_energy_ev": 0.98, "fmax_ha_per_bohr": 0.101, "spin_multiplicity": 1}

***

Q: What is the formula in the second record?
A: C5H5NO2